Formula: C3H4Cl4Si
Source: the OMol25 dataset
Level of theory: wB97M-V/def2-TZVPD

LUMO level (eV): -0.4
HOMO (eV): -9.2
Orbital gap (eV): 8.73
F_max (eV/A): 4.28

```
! RIJCOSX wB97M-V def2-TZVPD def2/J DEFGRID3
* xyz 0 1
C -1.56 -0.16 0.59
C -0.06 -0.54 0.64
C -0.50 0.83 0.99
Si 1.43 -0.36 -1.61
Cl -0.68 1.24 2.66
Cl 3.03 -1.59 -1.65
Cl 0.27 -0.68 -3.16
Cl 2.10 1.56 -1.31
H -2.09 -0.15 -0.40
H -2.01 -0.57 1.48
H 0.18 -1.21 1.41
H -0.11 1.64 0.36
*
```